This record from the OMol25 dataset describes an isolated molecule of C4H9N. The level of theory is ωB97M-V/def2-TZVPD.

SMILES string: CCN1CC1
Molar mass (g mol⁻¹): 71.123
Energy above the lowest of the compared OMol25 structures with the same formula, charge and spin (eV): 1.685

```
! wB97M-V def2-TZVPD RIJCOSX def2/J DEFGRID3
* xyz 0 1
C 0.358 -0.373 1.858
C 0.702 0.116 0.505
N -0.048 -0.611 -0.521
C -1.224 0.186 -0.939
C -0.025 0.097 -1.784
H 0.884 0.109 2.654
H -0.722 -0.436 1.995
H 0.773 -1.472 1.923
H 0.645 1.245 0.237
H 1.803 -0.096 0.375
H -2.149 -0.428 -1.265
H -1.570 1.133 -0.577
H 0.564 0.989 -1.762
H 0.010 -0.458 -2.700
*
```